Here is a structure of composition C2H10BF4O4Rb from the OMol25 dataset. Energies are from ωB97M-V/def2-TZVPD.

Last column: natural (NBO) charge in e.
Element x y z (Å)
Rb  -1.206  1.220  -0.780  1.00
B  -5.190  -0.663  2.016  1.33
F  -5.783  -1.901  1.737  -0.58
F  -3.884  -0.820  2.546  -0.59
F  -5.072  0.010  0.836  -0.59
F  -6.026  0.022  2.908  -0.57
O  -1.535  -0.959  -4.659  -0.95
H  -0.832  -1.510  -5.003  0.47
H  -2.114  -0.814  -5.408  0.48
O  -4.072  3.766  -2.196  -0.95
H  -4.949  3.585  -2.533  0.48
H  -3.566  4.021  -2.968  0.46
C  3.915  0.078  1.651  -0.09
C  5.178  -0.772  1.437  -0.09
O  4.821  -2.091  1.205  -0.73
O  3.322  0.169  0.351  -0.74
H  4.193  1.093  1.934  0.17
H  3.165  -0.335  2.326  0.18
H  5.719  -0.676  2.379  0.17
H  5.734  -0.517  0.535  0.19
H  4.329  -2.518  1.910  0.48
H  3.852  -0.388  -0.225  0.47

frontier orbital gap	0.3021	hartree
multiplicity	1
M	270.4	g/mol
energy relative to the best compared isomer or geometry (same formula, charge and spin)	1.615	eV
E_LUMO	-0.0527	Ha

***

Here is a structure of composition C11H27BaNO4 from the OMol25 dataset. Energies are from ωB97M-V/def2-TZVPD.

Last column: natural (NBO) charge in e.
Element x y z (Å)
Ba  18.190  9.856  18.451  1.61
C  22.522  15.475  19.306  -0.62
C  22.427  14.141  18.578  -0.08
O  21.036  13.697  18.470  -0.92
H  22.067  16.262  18.704  0.19
H  23.569  15.780  19.296  0.18
H  22.135  15.569  20.320  0.19
H  23.032  13.469  19.186  0.11
H  22.891  14.319  17.608  0.12
C  20.886  9.819  13.797  -0.63
C  19.461  10.056  13.231  0.09
C  19.319  9.636  11.727  -0.62
O  18.449  9.343  13.918  -0.91
H  21.652  10.346  13.229  0.20
H  21.108  8.753  13.858  0.19
H  20.906  10.218  14.811  0.19
H  19.287  11.132  13.210  0.10
H  19.907  10.306  11.101  0.18
H  18.338  9.666  11.252  0.21
H  19.774  8.648  11.658  0.19
C  20.754  9.357  22.396  -0.27
O  19.370  9.834  22.192  -0.57
C  18.918  10.373  23.465  -0.09
C  17.323  10.202  23.549  -0.25
N  16.738  11.011  22.352  -0.66
C  16.597  12.480  22.692  -0.24
C  15.304  12.727  23.582  -0.08
O  14.317  11.938  22.984  -0.57
C  13.034  11.966  23.608  -0.26
H  20.848  8.410  22.928  0.18
H  21.427  10.045  22.908  0.19
H  21.256  9.186  21.443  0.19
H  19.156  11.427  23.613  0.18
H  19.290  10.003  24.420  0.19
H  16.883  10.520  24.494  0.19
H  17.030  9.154  23.483  0.20
H  15.747  10.820  22.404  0.38
H  16.416  13.010  21.757  0.20
H  17.520  12.795  23.178  0.20
H  15.100  13.797  23.587  0.19
H  15.484  12.375  24.598  0.16
H  12.765  13.009  23.775  0.17
H  13.106  11.613  24.636  0.17
H  12.147  11.465  23.220  0.21

frontier orbital gap	0.1136	hartree
multiplicity	1
M	374.7	g/mol
energy relative to the best compared isomer or geometry (same formula, charge and spin)	9.317	eV
E_LUMO	-0.0945	Ha

***

Here is the molecule C3H6N2OS from the OMol25 dataset. Energies are from ωB97M-V/def2-TZVPD.

Last column: natural (NBO) charge in e.
Element x y z (Å)
C  -2.302  -1.018  -0.215  -0.50
C  -1.558  0.127  0.065  0.01
N  -0.210  0.003  0.124  -0.64
C  0.600  1.045  0.005  0.78
O  0.301  2.240  -0.240  -0.64
N  1.960  0.677  0.046  -0.82
S  2.573  -0.774  -0.179  0.23
H  -3.434  -1.112  -0.084  0.22
H  -1.763  -1.938  -0.437  0.19
H  -1.790  1.229  0.320  0.25
H  0.165  -0.924  -0.160  0.41
H  2.517  1.459  -0.337  0.41
H  2.942  -1.015  1.091  0.09

frontier orbital gap	0.3466	hartree
multiplicity	1
M	118.2	g/mol
energy relative to the best compared isomer or geometry (same formula, charge and spin)	2.050	eV
structure (SMILES)	C=CNC(=O)NS
E_LUMO	0.0229	Ha

***

Here is a structure of composition C5H12S2 from the OMol25 dataset. Energies are from ωB97M-V/def2-TZVPD.

Last column: natural (NBO) charge in e.
Element x y z (Å)
C  -0.722  -0.066  1.750  -0.61
C  -1.841  -0.231  -0.288  -0.58
C  0.931  0.288  -1.810  -0.66
C  -0.519  0.402  0.308  -0.32
C  0.846  0.172  -0.297  0.00
S  2.212  1.019  0.457  0.06
S  1.298  -2.067  -0.004  -0.30
H  0.226  0.154  2.256  0.21
H  -0.905  -1.217  1.828  0.22
H  -1.648  0.409  2.291  0.22
H  -2.605  0.403  -0.070  0.21
H  -1.999  -1.186  0.069  0.21
H  -1.719  -0.219  -1.324  0.20
H  1.836  0.645  -2.186  0.22
H  0.797  -0.588  -2.232  0.23
H  0.173  1.075  -2.025  0.21
H  -0.455  1.548  0.372  0.22
H  1.553  1.612  1.474  0.12
H  2.543  -2.151  -0.571  0.13

frontier orbital gap	0.3235	hartree
multiplicity	1
M	136.3	g/mol
energy relative to the best compared isomer or geometry (same formula, charge and spin)	2.482	eV
E_LUMO	0.0098	Ha

***

Q: What is the formula in the fourth record?
A: C5H12S2